(1)
{
  "formula": "C5H22N2O6",
  "method": "ωB97M-V with the def2-TZVPD basis set",
  "elements": ["C", "C", "N", "C", "C", "C", "N", "O", "H", "H", "H", "H", "H", "H", "H", "H", "H", "H", "H", "H", "H", "H", "O", "H", "H", "O", "H", "H", "O", "H", "H", "O", "H", "H", "O"],
  "positions_angstrom": [[0.84006, 0.62130, 1.18287], [0.73390, -0.89741, 1.59085], [-0.58051, -1.38975, 1.18221], [-1.21155, -2.31469, 2.17709], [-0.59553, -2.00798, -0.17696], [-0.19802, -0.98001, -1.21974], [-1.12217, -0.12713, -1.64906], [0.92085, -1.05443, -1.71958], [1.27608, 1.22229, 1.98564], [-0.14068, 1.01702, 0.88907], [1.54152, 0.67739, 0.34806], [1.57406, -1.41961, 1.11418], [0.75916, -0.92613, 2.67327], [-1.19510, -3.29818, 1.73206], [-0.68005, -2.23188, 3.12469], [-2.21637, -1.91874, 2.35908], [-1.62419, -2.27564, -0.34970], [0.12980, -2.81795, -0.14459], [-0.92198, 0.56990, -2.35042], [-2.03055, -0.06972, -1.20981], [-2.82663, -0.11855, 1.40170], [-4.19227, 0.52935, 1.74803], [-3.77487, -0.13559, 1.19103], [0.85543, 2.35820, -2.50011], [0.92122, 3.43889, -1.58467], [0.33723, 3.16218, -2.27898], [2.48724, -1.02578, -1.04202], [3.73470, -1.88470, -0.71070], [3.43836, -0.98433, -0.83682], [3.25204, 2.60058, -1.29152], [3.09689, 1.47334, -2.35656], [2.67031, 2.24433, -1.96939], [-1.20636, 2.59664, -1.01787], [-2.15707, 3.07099, 0.10419], [-1.89494, 2.29581, -0.39553]],
  "s_squared": 0.754,
  "gap_ev": [11.267, 6.277],
  "total_charge": 1,
  "multiplicity": 2,
  "e_homo_ev": [-14.0, -14.0],
  "de_lowest_kj_mol": 0.00
}

(2)
{
  "formula": "C5H13BClNO2",
  "method": "ωB97M-V with the def2-TZVPD basis set",
  "elements": ["B", "C", "C", "C", "C", "C", "N", "O", "O", "Cl", "H", "H", "H", "H", "H", "H", "H", "H", "H", "H", "H", "H", "H"],
  "positions_angstrom": [[1.18766, 0.98566, -0.20794], [-1.85724, 1.42459, -0.17733], [-2.15674, -0.68395, 1.14912], [0.09419, -0.12132, 0.18210], [1.18789, -2.36774, -1.01387], [-1.19675, 0.44947, 0.79417], [2.17836, -1.79944, -1.39128], [1.65600, 1.91739, 0.66066], [1.68699, 0.99795, -1.47140], [4.01475, -1.80029, -0.55682], [-2.78271, 1.81711, 0.23951], [-1.19134, 2.25796, -0.38982], [-2.08509, 0.92377, -1.11491], [-3.06978, -0.29159, 1.59199], [-2.42198, -1.24548, 0.25617], [-1.69833, -1.36743, 1.86017], [-0.18246, -0.70634, -0.69545], [0.53416, -0.81128, 0.90663], [1.11088, -3.07991, -0.21355], [-0.94888, 0.99200, 1.71530], [2.27018, -1.06114, -2.07319], [1.32365, 1.88932, 1.55722], [2.34658, 1.68070, -1.60748]],
  "gap_ev": 8.733,
  "multiplicity": 1,
  "e_homo_ev": -8.8,
  "de_lowest_kj_mol": 159.44
}

(3)
{
  "formula": "C3H15NO3",
  "method": "ωB97M-V with the def2-TZVPD basis set",
  "elements": ["C", "C", "C", "N", "H", "H", "H", "H", "H", "H", "H", "H", "H", "H", "H", "O", "H", "H", "O", "H", "H", "O"],
  "positions_angstrom": [[-0.55108, -2.26691, -0.30299], [-1.34106, -1.26375, -1.28781], [-1.83847, 0.03771, -0.48506], [0.82893, -2.18847, -0.30513], [-1.04674, -3.20113, -0.70502], [-0.86823, -2.11159, 0.77735], [-2.24654, -1.81929, -1.74812], [-0.56052, -0.91839, -1.98052], [-2.12412, 0.88789, -1.10534], [-0.97603, 0.48766, -0.00125], [-2.79811, -0.12820, 0.12528], [1.03698, -1.18415, -0.89008], [1.40874, -1.89566, 0.55763], [4.88239, 1.37312, 0.36817], [6.15458, 2.25559, 0.45835], [5.16271, 2.28472, 0.55442], [-2.16421, 2.88553, -0.12974], [-2.39571, 3.81838, -1.36674], [-2.09139, 3.85553, -0.42612], [0.53500, -0.16979, 1.81368], [0.44455, -0.10539, 3.43791], [0.54834, -0.63339, 2.64115]],
  "s_squared": 0.755,
  "gap_ev": [9.794, 4.720],
  "total_charge": 1,
  "multiplicity": 2,
  "e_homo_ev": [-13.8, -13.8],
  "de_lowest_kj_mol": 257.58
}

(4)
{
  "formula": "H26NeO13",
  "method": "ωB97M-V with the def2-TZVPD basis set",
  "elements": ["Ne", "O", "H", "H", "O", "H", "H", "O", "H", "H", "O", "H", "H", "O", "H", "H", "O", "H", "H", "O", "H", "H", "O", "H", "H", "O", "H", "H", "O", "H", "H", "O", "H", "H", "O", "H", "H", "O", "H", "H"],
  "positions_angstrom": [[-18.49868, -10.73881, -7.02540], [-17.64642, -7.50698, -7.90093], [-18.54507, -7.63966, -7.59919], [-17.68574, -6.70932, -8.42859], [-20.10888, -12.45296, -8.89432], [-20.56693, -11.81518, -8.34691], [-19.62671, -11.92244, -9.52859], [-19.20733, -8.37415, -10.48162], [-18.55330, -8.46107, -9.78814], [-19.23709, -7.43558, -10.66716], [-18.60784, -10.86426, -4.34957], [-19.48952, -10.90041, -4.72047], [-18.59124, -11.56813, -3.70108], [-21.25181, -11.68119, -4.68464], [-22.02236, -11.63905, -5.25096], [-21.55132, -11.33142, -3.84548], [-15.75713, -12.60312, -7.12147], [-16.66694, -12.84596, -7.29321], [-15.81160, -11.73376, -6.72464], [-15.60912, -10.22694, -5.55183], [-16.01800, -9.36739, -5.65289], [-16.26091, -10.74927, -5.08431], [-15.91769, -9.08171, -9.19784], [-16.49702, -8.67307, -8.55470], [-16.43111, -9.80483, -9.55803], [-18.34911, -13.62685, -7.14270], [-18.94605, -13.21611, -7.76815], [-18.83764, -13.64292, -6.31971], [-19.90671, -8.22730, -6.47089], [-20.10605, -9.15356, -6.60705], [-20.57547, -7.92577, -5.85602], [-21.61193, -10.43058, -7.75873], [-21.90606, -9.84464, -8.45616], [-22.37627, -10.53094, -7.19132], [-17.29078, -11.33061, -10.10667], [-16.77542, -12.12746, -9.98149], [-17.50904, -11.32989, -11.03865], [-16.74038, -7.63216, -5.30891], [-16.75625, -6.67991, -5.21302], [-17.16549, -7.79570, -6.15080]],
  "gap_ev": 8.625,
  "multiplicity": 1,
  "e_homo_ev": -9.5,
  "de_lowest_kj_mol": 125.66
}

(5)
{
  "formula": "C19H25N3O3S",
  "method": "ωB97M-V with the def2-TZVPD basis set",
  "elements": ["C", "H", "H", "H", "C", "C", "H", "H", "H", "C", "N", "S", "O", "O", "C", "C", "C", "C", "C", "C", "H", "H", "C", "H", "H", "C", "C", "O", "N", "H", "C", "C", "C", "C", "N", "C", "C", "H", "H", "H", "H", "H", "H", "H", "H", "H", "H", "H", "H", "H", "H"],
  "positions_angstrom": [[-3.72057, 0.26312, -0.87294], [-4.49116, -0.42060, -0.97622], [-3.00272, 0.06858, -0.30803], [-3.19174, 0.44394, -1.89300], [-4.19716, 1.80835, -0.47148], [-5.34801, 1.97142, -1.40856], [-5.86445, 2.82791, -1.00543], [-6.05789, 1.24908, -1.66477], [-4.86690, 2.14113, -2.57254], [-3.27589, 2.78056, -0.40309], [-2.25233, 2.29448, 0.42719], [-0.52757, 2.58949, 0.03825], [-0.42608, 3.66585, -0.92657], [-0.00334, 2.93451, 1.30791], [-0.11824, 1.05733, -0.37211], [-0.18229, -0.11334, 0.75992], [0.15133, -1.22408, 0.43634], [0.48940, -1.64402, -0.94073], [0.36068, -0.55638, -2.13204], [0.04911, 0.58532, -1.59278], [0.15108, 1.53525, -2.39095], [0.65269, -1.03283, -2.98836], [0.87536, -3.08852, -1.48935], [0.72046, -3.84634, -0.53026], [0.42165, -3.28173, -2.55982], [2.34344, -2.97873, -1.87488], [3.32806, -2.52304, -0.51563], [3.75950, -3.50688, -0.08162], [3.47872, -1.39204, -0.40191], [2.84102, -0.66912, -0.98359], [4.16502, -0.76891, 0.50903], [3.32414, -0.37287, 1.71230], [2.68251, 0.81089, 1.96595], [1.88470, 1.09108, 3.11948], [1.44470, 0.05396, 3.86850], [1.77704, -1.29484, 3.44415], [2.85222, -1.36211, 2.47439], [2.99885, -2.65694, 2.57864], [1.50374, -1.99542, 4.23118], [1.42167, 1.79994, 3.19540], [2.89405, 1.65764, 1.52111], [4.87235, -1.75734, 1.04636], [4.76300, 0.11740, 0.37432], [2.64947, -2.30488, -2.53870], [2.78533, -4.08255, -2.21022], [0.09622, -1.95254, 1.04831], [-0.49220, 0.31333, 1.76582], [-2.53943, 2.88223, 1.61979], [-2.72278, 2.85193, -1.51850], [-3.69790, 3.53826, -0.22177], [-4.75884, 1.49308, 0.40154]],
  "gap_ev": 7.801,
  "multiplicity": 1,
  "e_homo_ev": -8.8,
  "de_lowest_kj_mol": 2166.18
}

(6)
{
  "formula": "C2H6ClF",
  "method": "ωB97M-V with the def2-TZVPD basis set",
  "elements": ["C", "C", "H", "H", "H", "H", "H", "H", "F", "Cl"],
  "positions_angstrom": [[-1.42425, -0.16901, -1.62739], [-0.82135, 0.98030, -0.84350], [0.60496, -0.90580, 1.87909], [-0.65906, -0.69083, -2.20893], [-1.90173, -0.89048, -0.96041], [-2.18131, 0.21712, -2.31909], [-1.57459, 1.50169, -0.24963], [-0.33182, 1.70221, -1.49987], [1.35991, -1.40708, 1.66480], [0.42811, 0.40365, 0.30594]],
  "gap_ev": 11.835,
  "multiplicity": 1,
  "e_homo_ev": -10.9,
  "smiles": "CCCl.F",
  "de_lowest_kj_mol": 32.15
}